C6H8HgNaO5 | ωB97M-V/def2-TZVPD

## Properties
**Spin multiplicity**: 2
**Expectation value of S²**: 0.76
**Gap between HOMO and LUMO (alpha / beta)**: 0.2889 / 0.2308 Eh

Geometry as XYZ:
```
21
C6H8HgNaO5 (ωB97M-V/def2-TZVPD)
Hg -3.425 2.591 -1.660
O -1.605 2.636 -0.207
O -1.547 0.792 1.226
C -2.578 -0.166 1.073
C -2.405 -0.627 -0.365
O -1.978 0.563 -1.003
C -1.225 1.397 -0.052
H -2.439 -0.970 1.806
H -3.568 0.298 1.224
H -3.333 -0.976 -0.833
H -1.629 -1.403 -0.453
Na 2.887 1.118 -0.873
O 1.064 2.111 0.108
C 4.080 -1.213 -0.039
C 2.784 -1.537 0.239
O 0.718 0.013 -0.543
C 0.310 1.159 -0.198
H 4.687 -0.738 0.740
H 4.561 -1.616 -0.936
H 2.393 -1.258 1.223
H 2.250 -2.173 -0.475
```

C4H5N3O | ωB97M-V/def2-TZVPD

## Properties
**Energy relative to the best compared isomer or geometry (same formula, charge and spin)**: 472.0 kJ/mol
**Gap between HOMO and LUMO**: 0.3385 Eh

Geometry as XYZ:
```
13
C4H5N3O (ωB97M-V/def2-TZVPD)
C 1.781 -1.236 -0.242
C -0.642 -0.872 -0.282
C -0.385 0.538 0.442
C 0.544 1.589 -0.204
H 2.163 -2.266 0.127
H 2.656 -0.726 -1.084
H 1.771 -0.508 0.679
H -2.334 -1.921 -0.435
H -2.316 -0.731 0.930
N 0.253 -1.552 -0.746
N -1.965 -0.982 -0.086
N 1.585 2.087 -0.328
O -1.106 1.146 1.202
```

C20H26N3O9P2RuSSe2 | ωB97M-V/def2-TZVPD

## Properties
**Spin multiplicity**: 2
**Expectation value of S²**: 1.17
**Energy relative to the best compared isomer or geometry (same formula, charge and spin)**: 207.3 kJ/mol
**Gap between HOMO and LUMO (alpha / beta)**: 0.2708 / 0.2042 Eh

Geometry as XYZ:
```
64
C20H26N3O9P2RuSSe2 (ωB97M-V/def2-TZVPD)
Ru 0.237 -0.282 0.154
S 0.809 1.444 4.321
C 0.356 -0.219 4.446
C 0.277 -1.011 5.587
C -0.102 -2.328 5.429
C -0.397 -2.839 4.161
C -0.320 -2.053 3.028
C 0.065 -0.722 3.180
N 0.205 0.220 2.154
C 0.575 1.400 2.604
C 0.733 2.638 1.848
C 0.702 3.860 2.537
C 0.809 5.066 1.884
C 0.950 5.072 0.494
C 0.984 3.894 -0.212
C 0.887 2.650 0.441
H 0.507 -0.607 6.563
H -0.174 -2.970 6.297
H -0.697 -3.874 4.062
H -0.549 -2.449 2.052
H 0.562 3.862 3.611
H 0.775 5.991 2.441
H 1.028 6.014 -0.035
H 1.095 3.886 -1.289
O -3.411 -0.678 -3.665
C -3.318 0.099 -2.469
C -2.580 1.392 -2.800
C -3.344 2.070 -3.967
O -2.770 3.297 -4.389
C -1.179 1.122 -3.349
Se 0.243 0.122 -2.468
C -2.634 2.396 -1.637
Se -2.282 1.888 0.229
H -3.790 -1.531 -3.437
H -2.786 -0.457 -1.702
H -4.317 0.341 -2.085
H -4.387 2.211 -3.663
H -3.337 1.418 -4.837
H -2.950 3.970 -3.725
H -0.713 2.061 -3.648
H -1.285 0.526 -4.259
H -3.648 2.802 -1.603
H -1.944 3.214 -1.848
N 3.461 -3.745 -1.437
C 2.724 -3.076 -0.290
C 3.037 -3.830 0.994
P 3.411 -1.290 -0.089
O 3.202 -0.947 -1.716
O 2.225 -0.689 0.689
O 1.001 1.565 -0.270
P 0.947 -3.339 -0.715
O 1.011 -2.856 -2.270
O 0.677 -4.792 -0.669
O 0.099 -2.390 0.094
H 4.433 -3.926 -1.184
H 3.428 -3.117 -2.248
H 3.001 -4.629 -1.678
H 4.105 -3.772 1.227
H 2.715 -4.871 0.947
H 2.501 -3.346 1.813
H 2.942 -0.031 -1.879
H 0.246 -3.173 -2.767
O -2.381 -0.698 0.860
N -1.672 0.046 0.156
```

C24H31N5O3 | ωB97M-V/def2-TZVPD

## Properties
**Energy relative to the best compared isomer or geometry (same formula, charge and spin)**: 0.0 kJ/mol
**Gap between HOMO and LUMO**: 0.3262 Eh

Geometry as XYZ:
```
63
C24H31N5O3 (ωB97M-V/def2-TZVPD)
O -0.384 0.400 0.152
O -2.632 5.768 -2.682
O -3.489 4.020 1.371
N 0.473 -2.242 -3.392
C 0.108 -0.627 -0.296
C -2.548 5.462 -1.502
C -2.595 3.271 0.989
C 0.637 -2.126 -2.095
C -0.224 -1.106 -3.791
C 1.309 -2.691 0.183
C -0.478 -0.296 -2.720
C 1.299 -3.048 -1.158
C 0.962 2.873 4.586
C 1.584 2.522 3.375
C -0.112 3.780 4.587
C 1.138 3.085 2.165
C -0.556 4.345 3.379
C 0.073 4.006 2.166
N 0.714 -1.487 0.591
N 0.073 -0.955 -1.636
N -2.546 1.987 1.366
N -1.791 4.410 -1.178
C -3.286 6.305 -0.483
C -3.536 1.341 2.224
C 2.644 -7.204 -1.567
C 3.708 -6.105 -1.467
C 1.424 -6.722 -2.360
C 3.117 -4.832 -0.852
C 0.849 -5.426 -1.777
C 1.923 -4.331 -1.686
C -0.404 4.625 0.867
C -1.434 3.776 0.105
H -0.529 -0.894 -4.812
H 1.770 -3.339 0.924
H -1.006 0.652 -2.724
H 1.308 2.445 5.517
H 2.411 1.825 3.375
H -0.596 4.046 5.516
H 1.618 2.813 1.235
H -1.388 5.036 3.382
H 0.709 -1.206 1.568
H -1.768 1.427 1.032
H -1.376 3.991 -1.993
H -4.235 5.826 -0.253
H -2.707 6.422 0.426
H -3.477 7.287 -0.913
H -3.232 0.317 2.444
H -4.506 1.331 1.722
H -3.632 1.897 3.159
H 2.330 -7.499 -0.561
H 3.072 -8.086 -2.054
H 4.101 -5.882 -2.464
H 4.541 -6.458 -0.851
H 0.654 -7.500 -2.352
H 1.713 -6.552 -3.402
H 3.888 -4.056 -0.808
H 2.802 -5.058 0.171
H 0.026 -5.082 -2.411
H 0.441 -5.624 -0.780
H 2.300 -4.129 -2.696
H -0.823 5.602 1.094
H 0.459 4.793 0.221
H -0.890 2.875 -0.175
```

C21H26IrN2O3S3 | ωB97M-V/def2-TZVPD

## Properties
**Charge**: +1
**Energy relative to the best compared isomer or geometry (same formula, charge and spin)**: 0.0 kJ/mol
**Gap between HOMO and LUMO**: 0.2427 Eh

Geometry as XYZ:
```
56
C21H26IrN2O3S3 (ωB97M-V/def2-TZVPD)
Ir 0.368 -0.319 -0.453
O -1.666 1.815 -1.502
C -1.207 2.963 -1.210
C -1.355 4.076 -2.100
C -0.935 5.330 -1.764
C -0.357 5.606 -0.502
C -0.208 4.578 0.379
C -0.564 3.242 0.039
C -0.427 2.275 1.049
N -0.351 0.975 0.962
N -0.537 0.334 2.203
C -0.448 -0.943 2.133
O -0.132 -1.589 1.014
C -0.674 -1.776 3.333
C -0.325 -3.123 3.318
C -0.522 -3.904 4.447
C -1.069 -3.343 5.591
C -1.421 -1.998 5.607
C -1.225 -1.215 4.483
H -1.849 3.887 -3.045
H -1.077 6.142 -2.468
H -0.066 6.612 -0.239
H 0.207 4.763 1.363
H -0.397 2.639 2.075
H 0.102 -3.554 2.423
H -0.249 -4.950 4.434
H -1.225 -3.952 6.472
H -1.852 -1.562 6.497
H -1.500 -0.169 4.482
C 2.047 -1.397 -3.120
C 2.339 0.081 -2.961
S 0.993 1.085 -2.257
C -0.307 0.848 -3.505
C -1.159 -0.387 -3.305
S -1.541 -0.742 -1.551
C -1.405 -2.557 -1.619
C -0.069 -3.096 -2.142
S 1.366 -2.098 -1.572
H 2.962 -1.942 -3.346
H 1.345 -1.570 -3.932
H 2.598 0.515 -3.928
H 3.197 0.253 -2.307
H 0.158 0.853 -4.492
H -0.921 1.737 -3.376
H -0.688 -1.276 -3.710
H -2.120 -0.258 -3.804
H -2.235 -2.945 -2.211
H -1.554 -2.853 -0.581
H -0.030 -3.139 -3.229
H 0.091 -4.106 -1.770
C 2.591 0.055 2.002
O 2.275 0.110 0.584
H 3.473 0.666 2.181
H 2.763 -0.975 2.308
H 1.739 0.464 2.533
H 3.053 -0.163 0.089
```